Entry 1:
C4H9O3P | ωB97M-V/def2-TZVPD

Structure (XYZ):
```
17
Properties=species:S:1:pos:R:3:forces:R:3
C -0.945259 1.411816 0.570249 0.69 -0.11 -1.59
C -0.836258 0.106964 1.319007 2.49 -0.76 0.90
P -0.359487 -1.483434 0.294345 -3.20 0.94 -1.27
O -1.910562 -1.622311 -1.104553 1.10 0.13 3.67
C 0.534058 -0.542919 -0.961343 0.18 -2.55 -2.75
C 1.831559 -0.347718 -0.336587 0.97 2.85 -1.81
O 2.001131 -0.673086 0.784114 0.98 -1.11 2.45
O 2.770158 0.330588 -1.063839 -1.38 -0.56 -0.72
H -1.503174 2.107816 1.146869 -0.50 0.77 0.36
H 0.008854 1.889786 0.250224 -0.25 -0.43 0.87
H -1.398911 1.281927 -0.418278 -0.66 -0.04 0.35
H -1.729536 -0.188684 1.820030 -0.93 0.07 0.32
H -0.047964 0.261887 2.190337 -1.39 -0.78 -1.77
H -2.697015 -1.875922 -0.534179 1.35 0.36 -1.06
H -0.055390 0.217649 -1.430542 0.14 0.96 0.23
H 0.712466 -1.197964 -1.876748 -0.17 0.35 1.07
H 3.625337 0.323606 -0.649100 0.57 -0.09 0.75
```
Positions in Å, forces in eV/Å.

The HOMO-LUMO gap comes out at 9.92 eV. The structure (SMILES) is CCP(O)CC(=O)O. The highest occupied orbital energy is -9.3 eV. The value obtained for the energy relative to the best compared isomer or geometry (same formula, charge and spin) is 47.53 kcal per mole.

Table of Löwdin atomic charges, one value per atom, all in e: C -0.177; C -0.398; P 1.090; O -0.402; C -0.346; C -0.633; O 0.069; O 0.112; H 0.058; H 0.086; H 0.064; H 0.037; H 0.116; H 0.002; H 0.079; H 0.135; H 0.109

Entry 2:
C4H9O4 | ωB97M-V/def2-TZVPD

Structure (XYZ):
```
17
Properties=species:S:1:pos:R:3:forces:R:3
O -1.896062 -1.989999 -0.333808 0.00 0.03 -0.01
C -1.577799 -0.793400 -0.314728 0.40 0.34 0.00
O -2.243545 0.196975 0.117327 0.24 -0.52 -0.01
C -0.159304 -0.383649 -0.870379 -1.43 0.03 -0.40
C 0.754765 0.074118 0.255217 1.23 -0.91 0.31
C 1.800794 -1.008293 0.537540 -0.19 -1.53 0.10
O 2.795897 -0.629010 1.477357 0.36 -0.32 0.22
H 0.252355 -1.193002 -1.478412 0.20 -0.19 0.42
H -0.400523 0.382769 -1.614403 0.30 0.36 0.31
H 1.289376 1.014990 0.080093 -0.13 0.02 -0.26
H 0.265166 0.161932 1.226058 -0.56 0.37 -0.27
H 1.333461 -1.935344 0.939562 -0.31 0.76 0.20
H 2.280833 -1.484162 -0.327886 0.22 0.95 -0.46
H 2.765421 0.310752 1.626390 -0.16 0.45 -0.10
H -3.043028 2.818581 -0.177457 0.17 -0.13 -0.14
H -1.966234 1.775420 -0.431437 -0.44 -0.22 0.05
O -2.251573 2.681321 -0.711035 0.11 0.51 0.04
```
Positions in Å, forces in eV/Å.

The HOMO-LUMO gap comes out at 8.05 eV. The highest occupied orbital energy is -4.6 eV. As for the total charge: -1. The value obtained for the energy relative to the best compared isomer or geometry (same formula, charge and spin) is 19.92 kcal per mole.

Table of Löwdin atomic charges, one value per atom, all in e: O -0.054; C -0.704; O -0.103; C -0.132; C -0.186; C -0.295; O -0.088; H 0.096; H 0.101; H 0.109; H 0.119; H 0.125; H 0.103; H 0.058; H 0.010; H -0.026; O -0.134

Entry 3:
C4H9O4PS | ωB97M-V/def2-TZVPD

Structure (XYZ):
```
19
Properties=species:S:1:pos:R:3:forces:R:3
C 1.465264 -1.514359 -1.050483 0.49 -1.62 1.63
C 0.403861 -0.406912 -1.159386 -0.36 0.42 -0.73
C 0.869878 0.509717 1.629566 -3.33 -0.08 -1.12
C -0.517761 -0.216472 0.032176 2.35 -0.53 1.21
O -2.926378 0.414239 0.702077 -0.54 2.71 -1.06
O -1.277435 2.386951 0.222838 0.75 0.20 0.38
O -2.408283 1.187216 -1.682004 0.53 -0.70 -0.15
O 1.146129 1.833044 1.379045 0.03 0.53 -0.93
P -1.797665 1.078388 -0.316508 -1.26 0.35 0.76
S -0.967896 -1.843300 0.593133 -0.77 -0.27 0.51
H 1.083812 -2.537856 -1.384941 0.77 1.43 0.09
H 2.388904 -1.141019 -1.528293 -0.32 -0.61 -0.52
H 1.853075 -1.740719 0.047376 -1.25 0.71 -1.96
H -0.336176 -0.494346 -2.089655 1.91 0.07 1.58
H 1.035529 0.482376 -1.216757 -0.42 0.58 -0.60
H 0.366825 0.394088 2.624704 0.04 -0.40 -0.92
H 1.663504 -0.176472 1.467810 0.85 -0.53 -0.14
H 0.358488 2.117540 0.813785 0.16 0.31 0.68
H -2.403674 -0.332104 0.915517 0.36 -2.58 1.29
```
Positions in Å, forces in eV/Å.

The HOMO-LUMO gap comes out at 5.31 eV. The highest occupied orbital energy is 0.6 eV. As for the total charge: -2. The value obtained for the energy relative to the best compared isomer or geometry (same formula, charge and spin) is 58.82 kcal per mole.

Table of Löwdin atomic charges, one value per atom, all in e: C -0.234; C -0.413; C -0.183; C -0.795; O -0.258; O -0.393; O -0.403; O -0.188; P 0.243; S 0.301; H 0.049; H 0.038; H 0.065; H 0.131; H 0.081; H 0.066; H 0.013; H 0.033; H -0.152